The following is a DFT calculation (wB97M-V/def2-TZVPD) of a molecular structure, C30H41BrN2O2Ru at a distorted geometry.

Structure (XYZ):
```
77
Properties=species:S:1:pos:R:3:forces:R:3
Ru 1.19911 -1.42109 0.99917 0.7 -1.1 0.4
C 1.49436 -3.56373 2.07911 -0.1 0.1 0.0
C 2.51872 -3.66276 1.08816 -0.1 0.2 0.2
C 3.50778 -2.69182 1.38692 0.0 0.1 0.3
C 3.14423 -2.03491 2.59077 0.0 -0.1 -0.3
C 1.91058 -2.58936 3.03959 -0.1 0.1 -0.4
C 1.27316 -2.40555 4.38114 -0.1 0.1 -0.1
C 4.01016 -1.04620 3.30674 -0.1 0.0 -0.1
C 4.77461 -2.43914 0.63204 -0.1 0.1 0.0
C 2.64595 -4.72819 0.04701 -0.1 0.2 -0.1
C 0.33520 -4.49626 2.28149 0.1 0.0 0.1
H 0.19361 -2.26106 4.30745 0.0 0.0 0.0
H 1.69634 -1.55792 4.91771 0.0 0.0 0.0
H 1.43845 -3.30177 4.98478 0.0 0.0 0.1
H 4.35163 -0.25613 2.63503 0.0 0.0 0.0
H 4.90000 -1.54386 3.70053 0.0 0.1 0.1
H 3.48886 -0.58142 4.14268 0.0 0.0 0.0
H 4.75149 -1.46581 0.13305 0.1 0.0 0.0
H 4.94511 -3.20133 -0.12622 0.0 0.0 0.0
H 5.62959 -2.42824 1.31049 0.0 0.0 0.0
H 3.36857 -5.47426 0.38632 0.0 0.0 -0.1
H 3.00550 -4.33078 -0.90401 0.0 0.0 0.0
H 1.70095 -5.24155 -0.12735 0.0 0.0 0.0
H -0.56041 -3.95414 2.58623 0.0 0.0 0.0
H 0.56249 -5.21694 3.07251 0.0 0.0 0.0
H 0.10285 -5.05833 1.37812 0.0 0.0 0.0
C -3.44380 4.39151 2.90803 0.0 0.0 0.0
C -2.63118 4.75489 1.65054 -0.1 0.1 0.0
C -1.52499 5.75210 2.03091 0.0 -0.1 0.0
C -3.56118 5.42032 0.63196 0.1 -0.1 0.0
C -2.02012 3.47562 1.11864 -0.1 0.0 -0.2
C -1.02547 2.81665 1.87383 0.2 -0.2 0.1
C -0.53827 1.63153 1.44097 0.5 -0.1 0.4
Br 0.80676 0.76074 2.49214 -0.3 0.5 0.2
C -0.97740 0.93798 0.25017 -0.3 -0.2 0.0
O -0.59901 -0.24050 0.02223 0.0 0.5 -0.3
C -1.92750 1.68733 -0.57499 0.0 -0.1 -0.1
C -2.40698 2.88790 -0.08863 0.1 0.0 0.0
C -2.39587 1.29576 -1.97913 0.0 0.0 -0.1
C -3.93222 1.28724 -2.03104 0.0 0.0 0.1
C -1.83319 2.36412 -2.93952 0.0 0.0 0.1
C -1.90581 -0.05762 -2.48324 0.0 0.0 0.2
H -3.91767 5.29044 3.30355 0.0 0.0 0.0
H -2.80753 3.97183 3.68884 0.0 0.0 0.0
H -4.22483 3.66717 2.67120 0.0 0.0 0.0
H -1.98286 6.67678 2.38177 0.0 0.0 0.0
H -0.89761 5.98648 1.16922 0.0 0.0 0.0
H -0.88811 5.37740 2.83260 0.0 0.0 0.0
H -3.95717 6.34504 1.04990 0.0 0.0 0.0
H -4.41028 4.77994 0.38827 0.0 0.0 0.0
H -3.02434 5.67141 -0.28493 -0.1 0.0 0.0
H -0.65390 3.23890 2.79743 -0.1 0.0 0.0
H -3.11938 3.41291 -0.70543 0.0 0.0 0.1
H -4.36426 2.25981 -1.79728 0.0 0.0 0.0
H -4.32972 0.55498 -1.32599 0.0 0.0 0.0
H -4.25837 1.00422 -3.03205 0.0 0.0 0.0
H -2.24596 3.35430 -2.74350 0.0 0.0 0.0
H -2.06080 2.09171 -3.97074 0.0 0.0 0.0
H -0.74719 2.42728 -2.83858 0.0 0.0 -0.1
H -2.25743 -0.87959 -1.86127 0.0 0.0 0.0
H -0.82142 -0.07628 -2.50837 0.2 -0.1 0.0
H -2.27320 -0.20779 -3.50073 0.0 0.0 0.0
N 0.04550 -2.61968 -5.82972 0.0 0.0 0.0
C 0.71478 -1.56595 -5.30562 0.1 0.0 -0.1
O 0.94552 -0.54769 -5.92322 0.0 -0.1 0.1
C 1.15329 -1.68632 -3.86719 -0.1 0.2 0.2
C 0.52590 -2.49659 -2.92839 0.0 0.0 -0.2
C 0.92887 -2.40804 -1.61086 0.0 -0.1 -0.2
N 1.89383 -1.58605 -1.18899 -0.5 0.0 0.0
C 2.50342 -0.81658 -2.09152 0.1 0.0 0.0
C 2.16359 -0.83672 -3.43243 0.0 -0.1 0.0
H -0.19480 -2.56742 -6.80555 0.0 0.0 0.0
H 0.00438 -3.51654 -5.38193 0.1 0.0 0.0
H -0.29681 -3.14858 -3.18950 0.0 0.0 0.0
H 0.44159 -3.01322 -0.84813 0.0 0.0 0.0
H 3.28160 -0.16149 -1.72089 0.0 0.0 0.0
H 2.65866 -0.18909 -4.14228 0.0 0.0 0.0
```
Positions in Å, forces in eV/Å.

The value obtained for the highest occupied orbital energy (alpha / beta) is -9.44 / -10.64 eV. The calculation puts the orbital gap (alpha / beta) at 6.75 / 5.36 eV. As for the multiplicity: 6. Its expectation value of S² is 8.797. As for the charge: +1.

Table of Mulliken atomic charges, one value per atom, all in e: 0.455 0.296 1.433 0.631 1.386 0.080 -1.793 -1.996 -1.788 -1.956 -2.020 0.364 0.393 0.350 0.384 0.397 0.357 0.200 0.415 0.432 0.351 0.417 0.385 0.380 0.382 0.391 -1.530 1.948 -1.633 -1.986 -0.338 -0.859 -0.181 -0.089 1.040 -0.764 -0.032 0.173 2.084 -1.770 -1.744 -2.179 0.436 0.359 0.367 0.457 0.391 0.328 0.441 0.388 0.429 0.476 0.387 0.332 0.421 0.458 0.381 0.465 0.388 0.434 0.275 0.596 -0.352 0.040 -0.612 1.081 -0.909 0.323 0.256 -0.993 -0.538 0.250 0.195 0.248 0.373 0.430 0.531

=====

The following is a DFT calculation (wB97M-V/def2-TZVPD) of C4H8N2S in the gas phase at a distorted geometry.

Structure (XYZ):
```
15
Properties=species:S:1:pos:R:3:forces:R:3
C 0.79807 -0.91542 0.06780 1.3 2.1 3.8
C 0.76135 0.38903 0.95618 0.7 -0.2 -1.9
C -0.15577 1.24547 0.02748 0.2 3.7 -0.1
C -1.53679 0.56968 -0.51160 0.0 3.4 1.0
H 1.95645 -1.91176 -0.84440 0.6 -1.4 -1.6
H 1.89682 0.75452 0.92711 -2.8 -0.5 0.3
H 0.40804 0.22316 2.01906 0.1 0.2 -1.4
H 0.32111 1.54831 -0.96836 0.2 -1.1 1.6
H -0.22698 2.42943 0.43516 -0.7 -3.2 -0.6
H -1.45968 0.91836 -1.63196 -1.0 -1.8 1.9
H -2.37642 1.17043 0.05098 1.3 -0.9 -1.5
H -0.06295 -2.50072 -0.47305 -1.2 0.2 1.7
N 1.89232 -0.94796 -0.61686 -2.1 -1.0 1.1
N -0.22690 -1.91789 0.41877 0.4 1.1 -4.1
S -1.98866 -1.05466 0.14368 3.0 -0.7 -0.2
```
Positions in Å, forces in eV/Å.

The value obtained for the highest occupied orbital energy is -9.24 eV. The calculation puts the energy above the lowest of the compared OMol25 structures with the same formula, charge and spin at 4.123 eV. The calculation puts the orbital gap at 9.33 eV. Its SMILES is [H]/N=C1/CCCSN1.

Table of natural (NBO) atomic charges, one value per atom, all in e: 0.434 -0.495 -0.409 -0.622 0.320 0.251 0.235 0.219 0.212 0.237 0.250 0.360 -0.663 -0.692 0.363

=====

The following is a DFT calculation (wB97M-V/def2-TZVPD) of C3H3OP in the gas phase at a distorted geometry.

Structure (XYZ):
```
8
Properties=species:S:1:pos:R:3:forces:R:3
C 0.33277 -1.10198 -0.13991 -4.2 -0.2 0.5
C -0.96095 0.62959 0.06778 -0.4 0.1 -0.1
C 0.53905 0.35329 0.10402 0.5 0.4 -0.1
O -1.56453 1.64839 -0.08546 0.1 0.1 0.1
P -1.49814 -1.16631 0.03833 3.9 -0.1 -0.5
H 1.05982 -1.84344 -0.40906 0.2 -0.2 0.0
H 0.98302 0.58043 1.07770 0.0 0.0 0.0
H 1.10896 0.90003 -0.65340 0.0 0.0 0.0
```
Positions in Å, forces in eV/Å.

The value obtained for the highest occupied orbital energy (alpha / beta) is -9.13 / -9.13 eV. The calculation puts the energy above the lowest of the compared OMol25 structures with the same formula, charge and spin at 1.531 eV. The calculation puts the orbital gap (alpha / beta) at 8.44 / 8.44 eV. Its SMILES is O=C1CC=P1.

Table of natural (NBO) atomic charges, one value per atom, all in e: -0.371 0.352 -0.594 -0.516 0.451 0.213 0.237 0.227

=====

The following is a DFT calculation (wB97M-V/def2-TZVPD) of C3HCl5 in the gas phase at a distorted geometry.

Structure (XYZ):
```
9
Properties=species:S:1:pos:R:3:forces:R:3
C 0.19617 0.66159 -0.12491 1.0 -1.8 1.9
C 1.49922 0.00540 -0.71439 -1.2 0.6 -0.4
C 2.70224 -0.38093 0.17117 -1.8 3.5 -1.4
Cl 0.21413 2.31824 0.31964 -0.3 -0.5 0.1
Cl 1.04399 -1.43012 -1.69254 -0.3 0.1 0.3
Cl 1.88856 1.28818 -1.82641 1.7 0.4 -1.6
Cl 3.28510 1.01615 0.98600 0.5 -0.3 0.3
Cl 2.72431 -1.82069 0.87407 0.3 -2.5 1.5
H -0.33459 0.03709 0.62221 0.1 0.4 -0.7
```
Positions in Å, forces in eV/Å.

The value obtained for the highest occupied orbital energy (alpha / beta) is -8.83 / -9.30 eV. The calculation puts the energy above the lowest of the compared OMol25 structures with the same formula, charge and spin at 2.584 eV. The calculation puts the orbital gap (alpha / beta) at 7.85 / 8.24 eV.

Table of natural (NBO) atomic charges, one value per atom, all in e: -0.175 -0.200 -0.163 0.064 0.009 0.030 0.065 0.172 0.199